#one
Entry from the Open Molecules 2025 dataset: the molecule C5H8N2 (the ωB97M-V functional and the def2-TZVPD basis).

The geometry in ORCA input format:
```
! RIJCOSX wB97M-V def2-TZVPD def2/J DEFGRID3
* xyz 0 1
C 0.53358 1.77113 0.95776
C 0.36742 0.62879 -0.00984
C 1.26354 -0.54931 -0.02246
N -0.07582 -0.64615 0.54077
C -1.05859 -1.44924 -0.18482
C -1.81671 -0.73335 -1.23319
N -2.44136 -0.18365 -2.03680
H 0.85212 1.39443 1.93447
H -0.41192 2.30754 1.08805
H 1.28113 2.48330 0.59103
H -0.05090 0.89774 -0.98198
H 1.44229 -1.03249 -0.98084
H 2.07996 -0.64212 0.69167
H -0.56954 -2.31639 -0.64929
H -1.79503 -1.83325 0.53335
*
```

Properties
HOMO in eV: -9.72
LUMO in hartree: 0.0346
Structure (SMILES): C[C@H]1CN1CC#N

=====

#two
Entry from the Open Molecules 2025 dataset: the molecule C5H8N2 (the ωB97M-V functional and the def2-TZVPD basis).

The geometry in ORCA input format:
```
! RIJCOSX wB97M-V def2-TZVPD def2/J DEFGRID3
* xyz 0 1
C -0.83492 1.45507 0.10728
C -0.12215 0.10701 0.11752
C -1.07313 -1.04916 0.40697
N 0.62176 -0.14203 -1.14243
C 1.18235 0.17706 0.89768
C 1.94903 -0.26805 -0.68335
N 3.04525 -0.70781 -0.72625
H -1.33308 1.62902 1.06582
H -1.60214 1.47441 -0.67712
H -0.12018 2.26612 -0.05743
H -1.91752 -1.06273 -0.29152
H -0.54593 -2.00505 0.32970
H -1.47333 -0.95572 1.42333
H 0.55417 0.62506 -1.81074
H 1.29451 -0.67204 1.59643
*
```

Properties
HOMO (alpha / beta) in eV: -8.79 / -9.05
LUMO (alpha / beta) in hartree: -0.0410 / -0.0417

=====

#three
Entry from the Open Molecules 2025 dataset: the molecule C5H8N2 (the ωB97M-V functional and the def2-TZVPD basis).

The geometry in ORCA input format:
```
! RIJCOSX wB97M-V def2-TZVPD def2/J DEFGRID3
* xyz 0 1
C -0.64335 1.49763 -1.84304
C -0.58995 0.34558 -0.86402
C -1.21626 0.60393 0.36608
N -0.66451 -0.02833 1.37979
N 0.28031 -0.78742 0.81266
C 1.18975 -1.49544 1.68464
C 0.33489 -0.64167 -0.53847
H -1.51051 1.55427 -2.50615
H 0.27797 1.59713 -2.41644
H -0.69324 2.39168 -1.20489
H -2.05077 1.28064 0.48606
H 0.79058 -2.47483 1.95337
H 1.30190 -0.89038 2.58755
H 2.16872 -1.60224 1.21007
H 0.95900 -1.33310 -1.09636
*
```

Properties
HOMO in eV: -8.69
LUMO in hartree: 0.0364
Structure (SMILES): Cc1cnn(C)c1

=====

Which of them is most stable? Easy: #three.

=====

#one
Entry from the Open Molecules 2025 dataset: the molecule C5H8N2 (the ωB97M-V functional and the def2-TZVPD basis).

The geometry in ORCA input format:
```
! RIJCOSX wB97M-V def2-TZVPD def2/J DEFGRID3
* xyz 0 1
C 1.19268 1.11819 1.74594
C 0.53446 0.24301 0.72198
C 0.31049 -1.10913 0.78403
N -0.42905 -1.47503 -0.32097
C -0.67910 -0.36827 -1.08860
N -1.56674 -0.43287 -2.18438
C -0.07295 0.70423 -0.48501
H 2.06926 1.64075 1.34535
H 0.48647 1.88472 2.08791
H 1.51142 0.55080 2.62592
H 0.60812 -1.83942 1.52489
H -0.81340 -2.38913 -0.49854
H -1.94751 0.49253 -2.34827
H -1.13301 -0.74103 -3.04824
H -0.07113 1.72065 -0.86200
*
```

Properties
HOMO in eV: -7.64
LUMO in hartree: 0.0382
Structure (SMILES): Cc1c[nH]c(N)c1

=====

#two
Entry from the Open Molecules 2025 dataset: the molecule C5H8N2 (the ωB97M-V functional and the def2-TZVPD basis).

The geometry in ORCA input format:
```
! RIJCOSX wB97M-V def2-TZVPD def2/J DEFGRID3
* xyz 0 1
C -0.59780 1.30035 -0.03205
C -0.22468 -0.18541 -0.10532
C -1.32931 -1.03240 0.51146
N 0.50399 -0.93944 -1.13968
C 1.20257 -0.53188 0.07710
C 2.18573 0.52646 -0.02601
N 2.95582 1.38382 -0.13198
H -0.63320 1.39642 1.04867
H -1.58133 1.54059 -0.49026
H 0.15097 2.02204 -0.39189
H -2.09703 -1.10350 -0.26251
H -0.96811 -2.03969 0.71457
H -1.81109 -0.63836 1.41555
H 0.77063 -0.36399 -1.93221
H 1.47285 -1.33501 0.74457
*
```

Properties
HOMO in eV: -10.16
LUMO in hartree: 0.0329
Structure (SMILES): CC1(C)N[C@H]1C#N

=====

#three
Entry from the Open Molecules 2025 dataset: the molecule C5H8N2 (the ωB97M-V functional and the def2-TZVPD basis).

The geometry in ORCA input format:
```
! RIJCOSX wB97M-V def2-TZVPD def2/J DEFGRID3
* xyz 0 1
H -0.97648 -0.03139 -2.24065
N -1.49106 -0.33621 -1.46695
C -0.89856 0.07948 -0.40914
C -1.39390 -0.55401 0.79407
C -0.12548 -0.59454 1.76941
C 0.86748 0.04537 1.26659
N 0.35026 0.65626 -0.03842
C 1.25146 0.73710 -1.31881
H -1.38215 -1.64734 0.66398
H -2.37983 -0.06544 1.19140
H -0.22686 -0.98443 2.69154
H 1.63714 0.52333 1.78190
H 1.43221 -0.35781 -1.72314
H 2.38059 0.97781 -1.00256
H 0.95518 1.55181 -1.95922
*
```

Properties
HOMO in eV: -8.54
LUMO in hartree: 0.0361
Structure (SMILES): [H]/N=C1/CC=CN1C

=====

Which of them is most stable? Easy: #one.

=====

#one
Entry from the Open Molecules 2025 dataset: the molecule C5H8N2 (the ωB97M-V functional and the def2-TZVPD basis).

The geometry in ORCA input format:
```
! RIJCOSX wB97M-V def2-TZVPD def2/J DEFGRID3
* xyz 0 1
C -0.47813 -2.00023 0.13069
C 0.36007 -0.82124 0.63932
C 1.33122 -0.28312 -0.38454
C 0.92436 0.94238 -0.72965
C -0.28954 1.20133 0.07535
N -1.10405 2.28868 -0.12468
N -0.57206 0.26387 0.90984
H -1.05229 -1.67291 -0.74282
H 0.12325 -2.87255 -0.14262
H -1.19026 -2.28404 0.91055
H 0.89010 -1.11779 1.55571
H 2.19806 -0.81578 -0.76410
H 1.36943 1.62554 -1.44587
H -1.81863 2.40470 0.57940
H -0.69151 3.14118 -0.46659
*
```

Properties
HOMO in eV: -8.79
LUMO in hartree: 0.0401
Structure (SMILES): C[C@H]1C=CC(N)=N1

=====

#two
Entry from the Open Molecules 2025 dataset: the molecule C5H8N2 (the ωB97M-V functional and the def2-TZVPD basis).

The geometry in ORCA input format:
```
! RIJCOSX wB97M-V def2-TZVPD def2/J DEFGRID3
* xyz 0 1
C 1.50796 0.08880 -1.27706
C 0.24724 0.54515 -0.58461
C -0.92441 -0.36765 -0.36201
C -0.96003 -1.77820 -0.69937
N -0.99749 -2.92256 -0.86418
N -0.00907 -0.04181 0.70229
C -0.51028 0.60846 1.89212
H 1.73934 -0.93302 -0.96456
H 1.40191 0.11159 -2.36646
H 2.35039 0.73137 -0.99949
H -0.04827 1.58468 -0.76397
H -1.90287 0.11941 -0.38683
H -1.42932 1.19265 1.73697
H 0.26033 1.24988 2.32686
H -0.72543 -0.18875 2.61031
*
```

Properties
HOMO in eV: -9.81
LUMO in hartree: 0.0332
Structure (SMILES): C[C@H]1[C@@H](C#N)N1C

=====

#three
Entry from the Open Molecules 2025 dataset: the molecule C5H8N2 (the ωB97M-V functional and the def2-TZVPD basis).

The geometry in ORCA input format:
```
! RIJCOSX wB97M-V def2-TZVPD def2/J DEFGRID3
* xyz 0 1
C -1.33700 0.32182 0.73159
C -1.14590 -0.51014 -1.23628
N 0.02306 -0.12137 -0.36952
C 1.03202 -0.90956 0.21850
C 2.02105 -0.05702 0.57340
N 1.75589 1.23646 0.12171
C 0.59991 1.15523 -0.45235
H -1.91318 1.17334 0.38806
H -1.94718 -0.55107 0.93555
H -0.67924 0.56151 1.57720
H -0.81755 -0.50981 -2.27997
H -1.43031 -1.51860 -0.93007
H 0.88231 -1.97000 0.36117
H 2.92934 -0.27342 1.12113
H 0.04964 1.95778 -0.92712
*
```

Properties
HOMO (alpha / beta) in eV: -6.99 / -6.99
LUMO (alpha / beta) in hartree: -0.0032 / -0.0032

=====

Which of them is most stable? Easy: #one.

=====

#one
Entry from the Open Molecules 2025 dataset: the molecule C4H8N2S (the ωB97M-V functional and the def2-TZVPD basis).

The geometry in ORCA input format:
```
! RIJCOSX wB97M-V def2-TZVPD def2/J DEFGRID3
* xyz 0 1
C -1.65972 0.73554 1.39659
C -1.55954 0.91055 0.07123
C -1.75456 2.25656 -0.63172
N -1.20801 -0.13198 -0.80276
C -0.13237 -0.73115 -0.70450
N 0.89529 -0.52352 0.21095
S 2.41361 -1.22436 0.07576
H -1.93081 1.55268 2.09212
H -1.51162 -0.25695 1.90193
H -0.81305 2.50369 -1.13040
H -2.55863 2.10518 -1.33807
H -2.07407 2.93193 0.14517
H 0.03024 -1.57059 -1.37553
H 0.74343 0.17084 0.93991
H 2.32297 -2.28749 0.90583
*
```

Properties
HOMO in eV: -8.74
LUMO in hartree: 0.0293
Structure (SMILES): C=C(C)/N=C\NS

=====

#two
Entry from the Open Molecules 2025 dataset: the molecule C4H8N2S (the ωB97M-V functional and the def2-TZVPD basis).

The geometry in ORCA input format:
```
! RIJCOSX wB97M-V def2-TZVPD def2/J DEFGRID3
* xyz 0 1
H 1.95645 -1.91176 -0.84440
N 1.89232 -0.94796 -0.61686
C 0.79807 -0.91542 0.06780
C 0.76135 0.38903 0.95618
C -0.15577 1.24547 0.02748
C -1.53679 0.56968 -0.51160
S -1.98866 -1.05466 0.14368
N -0.22690 -1.91789 0.41877
H 1.89682 0.75452 0.92711
H 0.40804 0.22316 2.01906
H 0.32111 1.54831 -0.96836
H -0.22698 2.42943 0.43516
H -1.45968 0.91836 -1.63196
H -2.37642 1.17043 0.05098
H -0.06295 -2.50072 -0.47305
*
```

Properties
HOMO in eV: -9.24
LUMO in hartree: 0.0031
Structure (SMILES): [H]/N=C1/CCCSN1

=====

#three
Entry from the Open Molecules 2025 dataset: the molecule C4H8N2S (the ωB97M-V functional and the def2-TZVPD basis).

The geometry in ORCA input format:
```
! RIJCOSX wB97M-V def2-TZVPD def2/J DEFGRID3
* xyz 0 1
H 2.74626 -1.14958 0.67129
N 1.71149 -1.25961 0.26871
C 1.18426 -0.13812 -0.19583
N 1.33554 1.26935 -0.08283
C -0.14856 -0.60018 -0.84502
C -0.26564 -1.65501 -1.49564
S -1.54945 0.57724 -0.44018
C -1.84939 0.79075 1.22229
H 2.28204 1.61185 0.00825
H 0.58136 1.88630 -0.55259
H -1.17968 -2.12954 -2.02905
H 0.83564 -2.00176 -1.50961
H -1.94615 -0.11220 1.87416
H -2.74604 1.53092 1.42691
H -0.99166 1.37959 1.67915
*
```

Properties
HOMO in eV: -8.58
LUMO in hartree: 0.0292
Structure (SMILES): [H]/N=C(\N)C(=C)SC

=====

Which of them is most stable? Easy: #one.

=====

#one
Entry from the Open Molecules 2025 dataset: the molecule C2H3IO (the ωB97M-V functional and the def2-TZVPD basis).

The geometry in ORCA input format:
```
! RIJCOSX wB97M-V def2-TZVPD def2/J DEFGRID3
* xyz 0 1
I 2.09284 0.85812 -1.00595
C 0.44580 0.41806 0.25397
C -0.67379 -0.49896 -0.15990
O 0.27296 -0.77660 0.81973
H 0.07234 1.32329 0.82620
H -1.71481 -0.37310 0.28959
H -0.49534 -0.95080 -1.02364
*
```

Properties
HOMO in eV: -9.58
LUMO in hartree: 0.0166
Structure (SMILES): I[C@H]1CO1

=====

#two
Entry from the Open Molecules 2025 dataset: the molecule C2H3IO (the ωB97M-V functional and the def2-TZVPD basis).

The geometry in ORCA input format:
```
! RIJCOSX wB97M-V def2-TZVPD def2/J DEFGRID3
* xyz 0 1
C 0.11345 0.59887 -0.42060
C -0.01783 -0.57219 0.44304
O -0.90468 -0.40406 1.79242
I 0.69628 -2.43998 0.07674
H 0.59521 0.49476 -1.31443
H 0.37465 1.44068 0.09304
H -0.85708 0.88192 -0.67021
*
```

Properties
HOMO in eV: -9.71
LUMO in hartree: -0.0334
Structure (SMILES): CC(=O)I

=====

Which of them is most stable? Easy: #one.

=====

#one
Entry from the Open Molecules 2025 dataset: a cluster of 2 separate species, H4N2O2Si in total (the ωB97M-V functional and the def2-TZVPD basis).

The geometry in ORCA input format:
```
! RIJCOSX wB97M-V def2-TZVPD def2/J DEFGRID3
* xyz 0 1
N 1.00624 0.96066 0.17333
N -1.44959 -0.05805 -0.11801
O -1.79256 1.04291 -0.53968
O -2.24313 -0.88508 0.30142
Si 0.34660 -0.52854 0.08750
H 1.98734 1.03198 0.48728
H 0.38460 1.73949 0.01141
H 0.46616 -1.28809 1.34069
H 1.29433 -2.01530 -1.74394
*
```

Properties
HOMO (alpha / beta) in eV: -9.36 / -9.32
LUMO (alpha / beta) in hartree: -0.0436 / -0.0433

=====

#two
Entry from the Open Molecules 2025 dataset: a cluster of 2 separate species, H4N2O2Si in total (the ωB97M-V functional and the def2-TZVPD basis).

The geometry in ORCA input format:
```
! RIJCOSX wB97M-V def2-TZVPD def2/J DEFGRID3
* xyz 0 1
N -1.17454 -0.52109 -0.48050
Si -2.25718 0.37748 0.32596
H -0.80481 -0.74386 -1.36724
H -3.62948 0.72300 -0.03708
H -1.81305 0.72815 1.54859
O 3.88871 0.09692 0.49425
N 2.79630 -0.43069 0.48781
O 1.96747 0.12267 -0.42947
H 1.02658 -0.35258 -0.54231
*
```

Properties
HOMO in eV: -9.95
LUMO in hartree: -0.0217
Structure (SMILES): N=[SiH2].O=NO

=====

Which of them is most stable? Easy: #two.